{"formula": "C5H12N2O2P", "method": "ωB97M-V/def2-TZVPD", "species": ["C", "H", "H", "H", "O", "H", "O", "P", "C", "H", "C", "C", "N", "H", "C", "H", "H", "H", "H", "N", "H", "H"], "xyz": [[0.93209, 0.48549, 1.24672], [-1.50496, -3.13577, 0.10788], [1.79931, 1.01211, 1.46610], [-0.89067, -2.16660, 1.23051], [-3.27717, 0.95453, -0.89826], [-0.66596, 2.59805, -0.24345], [-2.11365, 1.08204, 1.34844], [-2.37504, 0.36383, 0.06246], [-0.23060, -1.41648, -0.84201], [1.61787, 0.54678, -0.72241], [0.32362, 2.26575, -0.59576], [0.67737, 0.76684, -0.31656], [-2.46568, -1.30383, 0.04436], [0.74644, -1.75252, -0.50270], [-1.21416, -2.01570, 0.28339], [-0.47263, -2.06857, -1.73555], [1.20915, -0.58655, 1.30015], [0.13637, 0.84451, 1.90158], [0.43825, 2.33251, -1.67946], [-0.30889, -0.03233, -0.98645], [-2.86134, -1.40266, -0.92049], [1.10461, 2.98722, -0.21006]], "forces_ev_per_a": [[-1.2, -0.8, -2.0], [0.7, 1.6, -0.5], [1.8, 1.1, 0.6], [1.0, 1.2, 3.3], [-1.5, 0.5, -1.9], [0.4, -0.4, -0.2], [0.2, -1.1, -0.5], [3.3, 0.5, 1.1], [0.3, -2.4, 1.3], [1.8, -0.1, -1.0], [1.5, -0.1, 0.0], [-1.7, 0.9, 2.4], [-1.2, 0.4, 0.4], [0.7, -0.1, -0.2], [-2.1, -1.9, -5.2], [0.1, 1.1, 0.3], [-0.5, 0.4, 0.5], [-0.1, -0.6, -0.2], [-0.6, 0.3, -0.1], [-2.9, 1.1, 0.7], [0.7, -0.7, 1.1], [-0.7, -0.8, 0.0]], "e_above_lowest_kj_mol": 84.5, "total_charge": -1, "molar_mass_g_mol": 163.14}

---

{"formula": "C5H9IN2", "method": "ωB97M-V/def2-TZVPD", "species": ["I", "C", "H", "N", "C", "C", "H", "H", "N", "H", "C", "H", "H", "C", "H", "H", "H"], "xyz": [[-0.84783, -1.53872, -2.72930], [0.19047, 1.08832, 0.36830], [-0.31347, 1.72501, 1.08764], [-1.15334, -0.63850, 1.37842], [-0.26338, -2.40155, 0.17488], [0.43325, 1.80507, -0.94544], [0.72474, 2.89595, -0.87161], [-0.92249, -3.20942, -0.28321], [-0.23977, -1.33528, -0.78533], [0.74429, -2.83641, 0.41643], [-0.81528, 0.04079, 0.19020], [-0.52811, 1.69105, -1.56403], [-1.20522, -2.55759, 2.15663], [-0.92698, -1.87399, 1.40821], [1.05330, 0.66053, 0.89460], [-1.67368, 0.45382, -0.15164], [1.11131, 1.18628, -1.65915]], "forces_ev_per_a": [[-0.1, -0.1, 0.9], [0.8, 0.3, 0.3], [0.1, 0.6, 0.2], [-0.6, 0.1, 1.3], [-1.0, -2.0, -1.6], [-0.1, -0.6, -2.4], [-0.2, -1.4, -0.1], [0.9, 0.3, 0.9], [0.3, 3.6, 1.4], [-0.7, 0.3, -0.3], [2.3, -4.7, -0.1], [1.0, 0.8, 0.9], [-0.3, -0.4, 1.4], [0.7, 0.8, -2.0], [0.1, 0.3, -0.4], [-2.8, 0.9, -1.9], [-0.5, 1.3, 1.5]], "smiles": "CC[C@@H]1N=CCN1I", "e_above_lowest_kj_mol": 68.0, "total_charge": 0, "molar_mass_g_mol": 224.04}

---

{"formula": "C6H12AgF3O8S", "method": "ωB97M-V/def2-TZVPD", "species": ["C", "H", "C", "H", "O", "C", "C", "H", "O", "H", "C", "C", "Ag", "O", "O", "H", "S", "F", "O", "F", "O", "H", "H", "O", "H", "H", "H", "H", "O", "F", "H"], "xyz": [[1.74334, 3.00785, 1.28451], [1.45993, 3.57858, 3.41691], [0.96541, 3.08975, 2.57751], [-1.06745, -0.11197, 2.17682], [-0.76866, 1.85458, -2.52595], [-0.33608, -2.85509, 2.41061], [-1.32285, -1.97158, 1.61712], [0.65346, 2.13950, 3.01087], [0.28580, -0.98057, -3.88614], [0.02431, -2.39822, 3.33229], [0.26946, 2.34992, -2.89002], [-0.81479, -3.20518, -2.64151], [-0.43974, 0.87529, -0.41572], [0.70089, 2.10244, -4.04577], [-0.76137, -0.69672, 1.47969], [1.14879, 2.70881, -0.47519], [-0.42104, -1.26667, -2.64595], [-1.24880, -3.60818, -3.83908], [0.36109, -1.07921, -1.40865], [0.27702, -3.88852, -2.27975], [1.07199, 2.25237, 0.36586], [2.71325, 2.51676, 1.36332], [0.49424, -2.93085, 1.70851], [0.92084, 3.01078, -2.12513], [-1.53091, -2.37599, 0.62653], [-0.68412, -3.87676, 2.56277], [0.04759, 3.60845, 2.30062], [-2.27302, -1.85849, 2.13913], [-1.68616, -0.59417, -2.48211], [-1.67677, -3.42955, -1.65732], [1.89439, 4.03262, 0.94519]], "forces_ev_per_a": [[0.9, -0.2, 1.0], [0.2, 0.5, -0.2], [-0.5, -0.1, 0.4], [0.0, -0.1, 0.0], [-6.7, -3.0, 2.9], [0.0, 0.0, -1.4], [-0.3, -0.5, 1.1], [0.1, -0.4, -0.4], [-0.6, -1.6, 1.1], [-0.2, 0.0, 0.0], [2.0, -1.4, -5.0], [1.5, 3.4, 0.4], [-1.0, 0.2, -1.3], [0.6, 0.2, -2.3], [0.4, 0.8, -0.2], [-0.5, 0.5, -3.1], [0.6, 1.7, -0.8], [-0.3, -0.6, 0.5], [0.5, -1.6, -0.4], [0.4, -0.7, -0.6], [-0.3, -0.2, 1.3], [0.6, 0.3, 0.7], [0.4, -0.1, 0.3], [4.9, 5.0, 5.8], [0.2, 0.0, 0.0], [-0.2, 0.0, 0.2], [-0.1, 0.2, 0.4], [-0.3, -0.3, 0.1], [-1.0, -1.6, -0.3], [-1.3, -0.7, 0.0], [0.1, 0.1, -0.3]], "e_above_lowest_kj_mol": 0.0, "total_charge": -2, "molar_mass_g_mol": 409.08}

---

{"formula": "C2H10O3P2Si", "method": "ωB97M-V/def2-TZVPD", "species": ["O", "C", "P", "C", "Si", "H", "H", "H", "H", "O", "P", "H", "H", "H", "H", "H", "H", "O"], "xyz": [[0.85414, 1.09660, 0.47195], [0.77727, -2.11913, 1.01981], [1.64644, 2.55327, 0.40296], [-0.17501, 0.31505, -2.19096], [-0.06535, 0.05623, -0.35191], [1.59691, -2.79474, 0.85713], [0.24541, 1.15176, -2.55171], [-2.66578, -0.97448, 0.13739], [-1.13686, 0.47656, -2.59599], [0.44690, -1.48599, -0.19922], [-2.13543, 0.36359, 0.50063], [-2.08629, 0.18040, 1.89015], [1.86253, 2.59760, 1.88635], [0.35455, -0.52929, -2.82513], [1.15714, -1.45238, 1.87661], [2.78577, 2.06906, -0.03313], [-0.13139, -2.75865, 1.36606], [-3.33095, 1.25454, 0.33900]], "forces_ev_per_a": [[0.3, 0.1, 0.1], [-1.1, -0.7, 1.9], [-2.9, 0.9, 2.0], [0.7, -4.1, -0.2], [0.0, 0.5, -1.5], [0.3, -0.4, -0.3], [2.2, 3.4, -0.8], [0.9, 0.6, 0.2], [-1.6, -0.5, -0.1], [0.0, 0.5, 0.6], [-3.1, -2.2, 0.8], [0.9, -0.3, 0.3], [0.4, 0.0, -1.6], [-1.2, 1.4, 1.5], [-1.0, -0.5, -1.3], [2.7, -0.9, -0.4], [1.5, 1.2, -0.4], [0.9, 1.1, -1.0]], "total_energy_ha": -1280.1429, "smiles": "CO[Si@](C)(OP)[PH2]=O", "total_charge": 0, "molar_mass_g_mol": 172.13}